Computed, not measured: a 3-piece molecular cluster, C22H40F3O4S overall, with ωB97M-V/def2-TZVPD.

Last column: natural (NBO) charge in e.
CARTESIAN COORDINATES (ANGSTROEM)
C -1.5117 -2.0272 0.4704  -0.6499
C -1.5038 -1.7718 -1.0092  0.0140
C -1.4804 -3.0184 -1.8755  -0.6390
C -1.4905 -0.5745 -1.5895  -0.1927
C -1.4736 0.7657 -0.9061  -0.4336
C -0.2135 1.6109 -1.1715  -0.3776
C 0.9720 1.3729 -0.2122  -0.2146
C 0.5404 1.6544 1.2389  -0.6143
C 1.5337 -0.0554 -0.3962  -0.3880
C 3.0543 -0.1609 -0.2466  -0.4200
C 3.6711 0.1380 1.1278  -0.5139
S 5.4022 -0.4772 1.0244  -0.1792
C 2.9869 -0.6202 2.2995  -0.4747
C 2.5788 0.3228 3.4697  -0.5191
C 3.1639 -0.0578 4.7891  0.9810
F 2.9821 -1.3648 5.0970  -0.3488
F 2.6037 0.6267 5.8273  -0.3597
F 4.4859 0.1689 4.8725  -0.3359
H -2.4219 -2.5567 0.7676  0.2015
H -1.3993 -1.1296 1.0736  0.2218
H -0.6751 -2.6895 0.7160  0.2161
H -2.3382 -3.0552 -2.5463  0.2124
H -1.5040 -3.9226 -1.2627  0.1936
H -0.5728 -3.0446 -2.4789  0.2206
H -1.4537 -0.5462 -2.6763  0.2014
H -1.6500 0.6336 0.1608  0.2059
H -2.3347 1.3317 -1.2826  0.1958
H 0.1087 1.4684 -2.2082  0.1924
H -0.5126 2.6631 -1.0851  0.1840
H 1.7637 2.0533 -0.5383  0.2013
H 0.3352 0.7045 1.7272  0.2044
H -0.3989 2.2077 1.2457  0.1884
H 1.3161 2.1958 1.7709  0.2281
H 0.9930 -0.7494 0.2511  0.1814
H 1.2977 -0.3714 -1.4192  0.1882
H 3.3645 -1.1547 -0.6417  0.1314
H 3.4707 0.5697 -0.9539  0.1831
H 5.4183 -1.1888 -0.1338  0.0428
H 3.7121 -1.3248 2.7149  0.2107
H 2.1272 -1.2256 1.9882  0.1785
H 2.9350 1.3154 3.1919  0.2504
H 1.4971 0.3999 3.5843  0.2265
O -0.9073 2.1149 3.7154  -0.5550
C -0.7151 3.1480 4.2880  0.7970
O 0.5607 3.5166 4.5277  -0.4971
C 0.9290 4.7984 5.0288  -0.0669
C 0.8907 4.8467 6.5425  -0.6361
C -1.8459 4.0053 4.8123  -0.7412
H 0.3204 5.5835 4.5755  0.1663
H 1.9489 4.9495 4.6780  0.2037
H -0.1190 4.6895 6.9240  0.2006
H 1.2470 5.8134 6.9014  0.2095
H 1.5256 4.0629 6.9553  0.2291
H -2.1022 3.6657 5.8155  0.2381
H -2.7051 3.8581 4.1630  0.2430
H -1.6233 5.0695 4.8415  0.2134
O -1.7303 -2.0134 -4.8833  -0.5521
C -1.9534 -2.7039 -5.8341  0.7960
O -2.7358 -2.2166 -6.8276  -0.5104
C -2.9032 -2.8842 -8.0776  -0.0676
C -4.0130 -3.9144 -8.0304  -0.6359
C -1.4554 -4.1291 -5.9152  -0.7457
H -1.9595 -3.3137 -8.4172  0.1728
H -3.1596 -2.0940 -8.7823  0.1943
H -3.7863 -4.7157 -7.3271  0.2082
H -4.1644 -4.3557 -9.0164  0.2133
H -4.9439 -3.4472 -7.7092  0.2193
H -2.1902 -4.7808 -5.4430  0.2422
H -0.5267 -4.1895 -5.3541  0.2537
H -1.2628 -4.4804 -6.9262  0.2129

E ... -1860.97614 Eh
Net charge ... -1